This record from OMol25 describes 11 unconnected molecules or ions with the total composition C37H47Br12F4NO2 at a distorted geometry. The level of theory is ωB97M-V/def2-TZVPD.

Its maximum force is 0.099 hartree/bohr. For the frontier orbital gap (alpha / beta), the calculation gives 0.089 / 0.225 hartree. The LUMO energy (alpha / beta) is 1.61 / 1.60 eV. The expectation value of S² is 0.754.

```
! RIJCOSX wB97M-V def2-TZVPD def2/J DEFGRID3
* xyz -1 2
H -0.722 1.844 -2.655
F 0.392 7.678 3.232
C -0.721 6.041 1.862
C 0.017 -2.320 -3.940
H -0.182 2.498 0.149
H 0.519 -6.892 -0.080
H 0.770 -2.154 -3.170
Br -1.009 -4.470 -2.195
N 3.837 3.676 -0.425
C -0.601 -0.815 0.383
Br 1.042 2.378 -4.463
F -6.613 0.014 1.139
H -6.119 0.024 4.182
H 3.906 3.503 -2.472
C -1.912 7.227 3.643
H 6.575 -0.165 -4.017
H -1.345 4.576 -4.025
H 4.899 4.831 -1.951
H -2.019 4.695 0.785
C -0.804 0.545 0.559
C -3.060 6.454 3.368
Br -1.382 -1.087 -3.376
C -5.033 0.461 -0.631
H -0.293 4.167 -2.645
H 3.909 0.115 1.032
H 5.353 -3.773 0.366
H 5.978 0.790 2.223
C 1.405 -7.027 0.541
C 1.270 -6.097 1.783
C -4.475 1.300 3.770
H -6.081 1.356 5.288
H -5.354 0.015 -3.994
H 5.493 3.169 -1.678
C -5.439 0.656 4.753
H 0.120 5.946 1.191
H -4.944 2.090 3.183
H -3.697 0.706 -2.302
H 0.264 -4.522 -4.456
C 0.086 1.457 0.044
Br 1.504 -4.243 1.154
H 6.694 -2.126 -2.492
C 7.281 -1.228 -2.300
H -7.611 -0.970 -3.173
C -7.232 -0.487 -1.167
H 7.843 -0.930 2.446
Br 9.108 -1.580 -2.993
C -2.981 5.484 2.386
C 4.439 -1.879 0.788
C -4.684 0.388 -1.999
H 0.627 -2.292 -0.457
C -0.442 -3.830 -3.995
C 6.561 0.025 -2.944
H 2.013 -6.207 2.573
H -1.382 -1.475 0.730
C 5.868 -0.251 1.957
Br 4.693 0.275 -2.267
C -1.163 3.859 -3.225
H -1.538 1.858 -4.168
H 2.251 -6.819 -0.114
H 0.347 -6.152 2.360
Br -3.712 -2.204 2.245
C 4.611 3.810 -1.699
C -6.868 -0.549 -2.512
O 4.424 3.229 0.547
C -0.783 2.395 -3.594
C -0.761 6.973 2.898
C -6.290 -0.002 -0.193
C -1.900 5.341 1.643
F 7.652 -3.443 1.688
C 0.520 -1.221 -0.372
H 3.479 -2.100 0.344
Br -2.541 -6.588 1.305
H -4.115 -4.576 2.951
H -3.870 4.896 2.212
H 1.832 1.799 -1.155
H -8.189 -0.924 -0.921
H -3.638 -4.562 0.400
H 7.363 -1.062 -1.226
C 6.884 -1.234 2.055
H 7.036 1.000 -2.836
C -2.869 -4.656 1.167
H -1.942 -4.235 0.778
H -1.325 -3.850 -4.634
C 5.459 -2.832 0.885
Br 1.717 -8.873 1.155
C 6.683 -2.522 1.549
H -1.939 7.967 4.430
F -1.931 0.972 1.181
C 4.686 -0.588 1.292
Br -4.495 -0.500 6.048
C 1.176 1.047 -0.742
H -2.414 -4.032 3.214
H 0.527 -2.052 -4.865
C 1.358 -0.324 -0.914
H 2.203 -0.708 -1.467
H -4.359 0.770 0.154
Br -2.756 3.878 -2.067
H -3.970 6.659 3.912
C -5.615 -0.040 -2.948
O 2.639 3.972 -0.398
Br -3.001 2.106 4.736
C -3.258 -4.055 2.525
H -3.936 0.606 3.125
*
```


This record from OMol25 describes a molecular structure, C37H47Br2MgN4O6S3Si. The level of theory is ωB97M-V/def2-TZVPD.

Its maximum force is 0.015 hartree/bohr. For the frontier orbital gap, the calculation gives 0.276 hartree. The LUMO energy is 2.22 eV.

```
! RIJCOSX wB97M-V def2-TZVPD def2/J DEFGRID3
* xyz -1 1
H -0.075 1.869 2.764
H 2.246 4.827 2.811
N 3.153 -0.848 -0.484
H -3.293 4.522 1.816
H 1.602 1.863 2.184
C 3.362 -5.057 -2.709
H -1.497 -4.333 4.283
Br -0.675 -7.169 -1.398
H 1.842 -1.573 1.070
H 6.981 -4.278 -3.864
C -4.230 1.897 -0.219
H 6.309 2.418 -1.803
H -4.692 4.332 0.746
H 6.032 -6.554 -4.172
C 3.904 -3.781 -2.495
S 3.120 1.807 -0.100
C -0.481 4.570 2.682
N -1.756 -2.256 -0.079
C -0.948 -1.028 3.819
H -0.112 4.894 3.659
O -2.147 2.133 1.010
C -0.964 3.769 -2.473
H 0.541 3.462 -3.994
C 5.207 -3.527 -2.921
Si -0.871 2.354 -0.026
H -3.731 2.197 -1.140
H -1.376 3.963 2.822
C -1.083 -3.421 3.869
O -1.525 3.075 -1.357
C 4.777 2.529 -0.260
S 0.143 0.602 -0.375
H 5.608 -2.537 -2.755
C 0.396 -2.336 2.314
C 0.168 2.960 -3.098
H -2.266 -2.130 5.114
C -0.133 -3.498 2.861
O -0.123 -4.139 -0.964
C 5.253 2.187 -1.657
H 1.583 -4.654 -2.070
Br -5.578 -5.800 1.016
H -5.272 2.220 -0.255
H 1.667 5.484 1.261
C -4.125 2.037 2.281
C -2.217 -3.542 -0.073
C 3.653 0.277 -0.771
H 1.891 -3.233 1.238
C -2.109 3.936 -3.464
H -4.195 0.807 -0.155
O 2.117 -5.421 -2.355
H 1.194 2.679 3.714
C 3.127 -2.703 -1.795
N 3.834 -1.902 -1.078
C -1.299 -4.522 -0.602
H 0.006 5.662 -2.873
H -3.696 2.584 3.124
C -2.516 -1.310 0.429
H -0.181 1.962 -3.363
H 0.183 -4.465 2.481
C -3.881 -5.250 0.349
H -1.761 4.429 -4.374
C -1.507 -2.187 4.344
N 1.286 -2.423 1.204
Mg 0.394 -2.226 -0.783
C 5.975 -4.502 -3.533
C -1.785 -5.825 -0.671
H -4.358 -0.773 1.414
H 5.428 2.086 0.492
H 0.989 2.845 -2.386
H -3.053 4.433 0.061
C 1.862 4.567 1.822
C 4.152 -6.048 -3.296
C -3.646 4.054 0.895
H 0.286 5.015 -1.239
H 4.656 2.699 -2.412
O 1.849 -2.690 -1.955
H -2.519 2.957 -3.723
C -4.267 -2.853 0.978
H 0.411 -0.201 2.368
H -3.373 -7.217 -0.282
H 2.617 3.987 1.291
H -1.277 5.744 -1.645
C -3.057 -6.186 -0.205
C -0.452 5.138 -2.030
C 5.441 -5.773 -3.708
H -5.208 2.188 2.281
H -5.243 -3.073 1.388
C 0.579 3.753 1.944
C 0.846 2.456 2.702
H -1.261 -0.056 4.182
H 4.682 3.601 -0.090
H -2.905 4.537 -3.018
H -2.108 -0.304 0.408
S 5.058 0.389 -1.862
H -0.745 5.450 2.091
O 0.124 3.507 0.619
C 0.004 -1.100 2.814
C -3.779 -1.581 0.986
H 3.722 -7.035 -3.416
C -3.516 2.530 0.975
C -3.489 -3.894 0.427
H -3.909 0.975 2.423
*
```


This record from OMol25 describes a molecular structure, C37H47N2P2PdSi2. The level of theory is ωB97M-V/def2-TZVPD.

As for the energy above the lowest of the compared OMol25 structures with the same formula, charge and spin: 0.0 kJ/mol. Its maximum force is 0.011 hartree/bohr. For the frontier orbital gap (alpha / beta), the calculation gives 0.245 / 0.229 hartree. The LUMO energy (alpha / beta) is 2.67 / 1.80 eV. The expectation value of S² is 2.010.

```
! RIJCOSX wB97M-V def2-TZVPD def2/J DEFGRID3
* xyz -1 3
H -3.012 2.429 -4.129
C 1.847 0.811 2.733
C -2.503 1.840 -3.360
C -1.407 -3.110 3.300
C 1.618 1.789 3.687
P 1.429 1.094 -1.304
H -6.962 -2.666 -0.945
C 0.787 0.092 2.184
H -5.299 -3.254 -0.739
C 3.195 2.546 -2.921
C 0.649 3.050 0.521
H 5.449 -4.280 2.615
H -1.758 1.589 3.858
N 0.048 1.377 -2.053
C 3.720 -3.158 3.217
H 5.161 -3.761 0.214
Si -0.905 -3.414 1.503
H 1.954 -1.981 3.524
P 1.031 -1.140 0.844
H -5.699 -2.219 -2.112
C 1.359 -0.432 -0.643
C -0.743 1.369 3.548
C 3.025 2.798 0.299
H 3.255 -2.336 -0.522
H -2.591 0.783 -3.620
H -1.335 -0.162 2.151
C -4.142 -0.833 -0.382
C 4.604 0.313 -3.766
H -0.541 -2.851 3.915
C 4.948 1.570 -4.242
H -6.222 0.242 -1.741
C -0.511 0.385 2.595
H -5.285 -2.295 1.616
C 0.321 2.068 4.100
H 4.507 3.672 -4.190
H -2.878 -4.861 1.042
C -2.438 -3.970 0.583
H 0.142 2.835 4.844
C -5.873 -1.449 1.257
C 2.660 -2.368 2.798
N -0.249 -2.057 0.740
C -5.905 -2.405 -1.057
H -5.629 -0.581 1.871
H -1.868 -4.005 3.729
H 3.882 2.320 -0.162
C -6.426 0.018 -0.693
H -7.489 -0.215 -0.583
Si -0.707 2.349 -3.224
C 4.241 2.690 -3.819
H -6.200 0.910 -0.108
C 0.841 4.006 1.507
H -3.028 1.976 -2.412
H -1.130 4.355 -1.811
H -0.015 4.462 1.988
C 0.098 2.163 -4.916
H 2.451 2.345 4.101
H 1.196 -4.628 2.128
C 3.219 3.766 1.274
C 0.312 -4.859 1.530
H 3.260 -0.797 -2.484
C 1.738 2.439 -0.098
C 4.622 -3.661 2.288
H 1.144 2.475 -4.902
H 0.070 1.116 -5.229
H -3.172 -3.163 0.577
H -0.425 2.758 -5.670
H 3.842 -3.385 4.269
H 2.860 0.606 2.404
H -1.169 4.783 -3.527
H 2.278 5.124 2.645
C -0.649 4.181 -2.776
H 0.649 -5.082 0.514
C 4.460 -3.368 0.941
H 5.153 -0.560 -4.097
H 0.377 4.550 -2.701
H 5.766 1.680 -4.943
C 2.491 -2.065 1.447
C 3.401 -2.574 0.525
H 4.225 4.044 1.567
H -0.351 2.758 0.223
C -5.568 -1.163 -0.220
Pd -1.008 -0.162 -0.807
C 3.555 0.173 -2.866
H 2.647 3.420 -2.585
H -6.934 -1.684 1.384
H -2.126 -2.290 3.377
C 2.127 4.373 1.879
H -0.150 -5.762 1.942
C -2.962 -0.580 -0.543
C 2.844 1.287 -2.437
H -2.199 -4.193 -0.459
*
```


Question: What is the maximum force in the first record?
Answer: 0.099 hartree/bohr